Entry 1:
DFT (the ωB97M-V functional and the def2-TZVPD basis) results for a cluster of 10 separate species, C41H59N3O10 in total.

Summary:
Lowest unoccupied orbital energy in eV: -0.61
HOMO in eV: -9.1
SMILES: C[N+](=O)[O-].C[N+](=O)[O-].C[N+](=O)[O-].c1ccccc1.c1ccccc1.c1ccccc1.c1ccccc1.c1ccccc1.COCCOC.COCCOC

The geometry in ORCA input format:
```
! RIJCOSX wB97M-V def2-TZVPD def2/J DEFGRID3
* xyz 0 1
C -6.52361 0.72496 -1.74723
N -5.10782 0.49000 -1.99085
O -4.76603 0.56916 -3.15201
O -4.39988 0.25322 -0.99614
H -6.97711 0.90224 -2.70883
H -6.67227 1.49352 -1.00655
H -6.91686 -0.22239 -1.36584
C -5.25673 -0.72072 1.94890
N -4.22122 -0.11949 2.76460
O -3.05174 -0.32932 2.49104
O -4.61022 0.55872 3.65111
H -6.13754 -0.88680 2.55940
H -4.91467 -1.67205 1.55927
H -5.51049 -0.05099 1.14241
C 1.99240 4.26527 0.21928
N 2.92772 5.15797 0.91988
O 2.93643 5.15583 2.09172
O 3.58366 5.84318 0.26103
H 1.47483 3.67540 0.95618
H 2.59029 3.68565 -0.47868
H 1.32400 4.91629 -0.33239
C -0.80212 -0.54484 0.50283
C -0.26255 -1.66234 1.09329
C 1.03297 -1.67428 1.54888
C 1.80325 -0.53633 1.40897
C 1.30762 0.57445 0.74784
C 0.00605 0.55101 0.26826
H -1.81579 -0.52119 0.12829
H -0.87599 -2.54567 1.24420
H 1.53840 -2.56870 1.88390
H 2.83984 -0.53597 1.73327
H 1.96581 1.42111 0.61275
H -0.41290 1.45594 -0.16166
C 1.78887 3.11282 -3.56339
C 3.03563 3.72250 -3.55916
C 4.11222 3.11123 -2.90951
C 3.91594 1.93511 -2.18893
C 2.65471 1.36626 -2.14590
C 1.59245 1.92021 -2.86545
H 0.95925 3.55319 -4.11155
H 3.18578 4.63457 -4.12861
H 5.11315 3.52486 -2.96693
H 4.73882 1.47120 -1.65986
H 2.48481 0.40785 -1.66285
H 0.62375 1.43994 -2.88783
C 2.03957 -4.20598 4.39938
C 1.40549 -4.96751 3.43174
C 1.75652 -6.30851 3.27242
C 2.69916 -6.91287 4.09840
C 3.35268 -6.13225 5.05094
C 3.05457 -4.76101 5.15200
H 1.72804 -3.17889 4.55753
H 0.74814 -4.47677 2.72737
H 1.29664 -6.87288 2.46208
H 2.95121 -7.96189 3.99511
H 4.11629 -6.52019 5.71794
H 3.63993 -4.14870 5.83203
C -2.63420 -8.10674 -2.33256
C -2.11048 -7.29859 -1.30617
C -2.40877 -5.96050 -1.25810
C -3.23012 -5.38914 -2.21690
C -3.67352 -6.17036 -3.29170
C -3.42305 -7.52921 -3.32708
H -2.44642 -9.17300 -2.33639
H -1.46447 -7.75614 -0.56242
H -1.98002 -5.30223 -0.51170
H -3.46586 -4.33394 -2.22427
H -4.33426 -5.70338 -4.02014
H -3.85249 -8.17294 -4.09077
C -1.42081 -3.52862 -5.18690
C -1.96103 -2.90159 -6.29877
C -2.50991 -1.62198 -6.16474
C -2.51035 -0.97629 -4.95706
C -1.95272 -1.57771 -3.84049
C -1.40572 -2.86855 -3.97669
H -1.13774 -4.57705 -5.23096
H -1.96321 -3.44011 -7.23642
H -2.81230 -1.09893 -7.06957
H -2.99106 -0.00570 -4.90947
H -1.93808 -1.06531 -2.89129
H -0.94859 -3.35861 -3.11530
C 6.38246 3.62232 4.97476
O 6.40623 3.06530 3.70605
C 6.11650 4.04199 2.73820
C 6.14036 3.46277 1.38248
O 5.04752 2.74420 1.00695
C 4.65217 1.66952 1.88530
H 5.34174 3.84755 5.27553
H 7.00883 4.51225 5.02343
H 6.71619 2.86039 5.68013
H 6.79773 4.90326 2.79196
H 5.09964 4.45093 2.92253
H 7.07893 2.89426 1.23283
H 6.22649 4.29358 0.67659
H 5.02029 0.70675 1.46813
H 3.57035 1.64815 1.95906
H 5.11139 1.68834 2.87573
C -3.06009 6.11534 1.45558
O -3.96707 5.13874 1.77721
C -3.37087 3.88516 1.89764
C -3.20753 3.21215 0.58209
O -1.96401 3.55628 0.03857
C -1.88744 3.23731 -1.35317
H -3.63845 7.02424 1.32507
H -2.48797 5.87880 0.55343
H -2.33249 6.25837 2.26981
H -4.00331 3.30455 2.56750
H -2.38871 3.98187 2.38071
H -4.03128 3.50933 -0.08848
H -3.24790 2.11232 0.69760
H -0.88881 3.43436 -1.73438
H -2.61187 3.83268 -1.94266
H -2.13524 2.16840 -1.51440
*
```

---

Entry 2:
DFT (the ωB97M-V functional and the def2-TZVPD basis) results for the ion C4H14N4P with charge +1.

Summary:
Lowest unoccupied orbital energy in eV: -2.96
HOMO in eV: -12.9
SMILES: NC1(N)CCC[P@]1(N)=[NH2+]

The geometry in ORCA input format:
```
! RIJCOSX wB97M-V def2-TZVPD def2/J DEFGRID3
* xyz 1 1
N -0.01308 -1.25435 1.60219
C 0.68422 -0.76055 0.42400
N 1.36767 -1.64608 -0.36651
C 1.54042 0.55784 0.54241
C 0.43468 1.66543 0.82145
C -0.26655 1.69820 -0.58832
P -0.76024 -0.08694 -0.70196
N -0.87940 -0.49900 -2.30803
N -2.25821 -0.20827 0.13519
H 0.25756 -2.20950 1.73596
H 0.07077 -0.57811 2.32905
H 0.83235 -2.48830 -0.63277
H 2.23829 -1.47635 -0.72729
H 2.04745 0.61692 -0.35515
H 2.19532 0.66221 1.35948
H -0.16199 1.47368 1.62955
H 0.94223 2.71078 1.04933
H -1.25488 2.39228 -0.53367
H 0.27698 1.78034 -1.56973
H -1.72842 -0.12938 -2.71427
H -0.57144 -1.43739 -2.52067
H -2.57054 -1.14059 0.45133
H -2.42318 0.35713 0.93844
*
```

---

Entry 3:
DFT (the ωB97M-V functional and the def2-TZVPD basis) results for a structure of composition C5H10O2.

Summary:
Lowest unoccupied orbital energy in eV: 0.78
HOMO in eV: -9.6

The geometry in ORCA input format:
```
! RIJCOSX wB97M-V def2-TZVPD def2/J DEFGRID3
* xyz 0 1
C 2.04226 -1.03434 -0.67533
C -1.68174 -0.24254 0.73327
C -0.59879 0.70427 1.03114
O 0.50007 0.05162 1.58815
C -0.70113 1.18614 -0.45265
C -1.89921 0.26740 -0.48029
O 0.61178 -1.23197 -1.54331
H 2.46064 -1.89770 -0.10517
H 2.30140 -0.15983 -0.03094
H 2.65456 -0.87477 -1.52768
H -2.24498 -0.79810 1.47041
H -0.92744 1.42721 1.78674
H 1.06193 0.78777 1.81772
H -0.88231 2.23699 -0.64853
H 0.08543 0.85301 -1.11025
H -2.83349 0.31603 -1.01137
H 0.05101 -1.59118 -0.84189
*
```

---

Entry 4:
DFT (the ωB97M-V functional and the def2-TZVPD basis) results for a structure of composition C19H22AsBaF6N6O7.

Summary:
Expectation value of S²: 0.790
Lowest unoccupied orbital energy (alpha / beta) in eV: -1.22 / -4.00
HOMO (alpha / beta) in eV: -9.7 / -9.7

The geometry in ORCA input format:
```
! RIJCOSX wB97M-V def2-TZVPD def2/J DEFGRID3
* xyz 0 2
Ba -0.58066 0.34764 -0.44986
O 3.69122 -0.00593 -0.54832
C 2.75423 0.66302 -0.97687
O 1.68969 0.27467 -1.53639
C 2.91695 2.16286 -0.80180
C 4.08583 2.76586 -1.23581
C 4.21944 4.13194 -1.12680
C 3.24804 4.96212 -0.52799
C 2.13450 4.37790 -0.03600
C 1.86682 2.95589 -0.17436
O 0.80220 2.45064 0.20870
N 1.17702 5.21272 0.69878
O 0.93346 6.30537 0.23648
O 0.65507 4.70598 1.66645
N 5.44727 4.77321 -1.63679
O 6.29210 4.04947 -2.11375
O 5.54087 5.97341 -1.48926
H 4.87910 2.16959 -1.66280
H 3.40732 6.02753 -0.44798
C 1.67420 0.26464 2.47479
N 0.44798 -0.48890 2.19825
C -0.61508 -0.01516 3.08247
C 0.66326 -1.92463 2.38582
C 1.49979 -2.55065 1.28344
N 0.77034 -2.68863 0.02190
C -0.13208 -3.83337 0.07894
C 1.72041 -2.90356 -1.07186
H 2.04382 0.05873 3.48968
H 1.46783 1.33189 2.39810
H 2.45831 0.01439 1.76149
H -0.36109 -0.14702 4.14347
H -1.54074 -0.55935 2.88470
H -0.79687 1.04716 2.90800
H -0.31553 -2.40782 2.42315
H 1.14252 -2.10854 3.35986
H 1.86182 -3.53203 1.62984
H 2.38521 -1.94219 1.09327
H 0.42293 -4.76890 0.24864
H -0.67566 -3.92387 -0.86030
H -0.86450 -3.72317 0.87809
H 2.26850 -3.84938 -0.94240
H 2.42941 -2.08178 -1.12079
H 1.18109 -2.95173 -2.01933
F -2.89843 1.12188 0.41269
As -3.63711 1.92785 -1.01125
F -4.64211 0.53975 -1.17707
F -4.72093 2.72608 0.03809
F -4.28272 2.69062 -2.39441
F -2.39301 3.11914 -0.80947
F -2.44249 1.08658 -2.06511
N -6.97967 -4.59208 -1.70697
C -6.02108 -3.98889 -1.52064
C -4.81044 -3.24722 -1.28545
C -3.99414 -2.87615 -2.34628
C -2.83807 -2.17276 -2.06102
N -2.46135 -1.84188 -0.82538
C -3.26573 -2.19426 0.17691
C -4.44391 -2.89578 0.00785
H -4.25736 -3.12106 -3.36466
H -2.18712 -1.85530 -2.86780
H -2.95661 -1.89182 1.17187
H -5.06404 -3.15474 0.85327
*
```

---

Entry 5:
DFT (the ωB97M-V functional and the def2-TZVPD basis) results for a cluster of 2 separate species, C6H12O3 in total.

Summary:
Lowest unoccupied orbital energy in eV: 0.75
HOMO in eV: -8.3

The geometry in ORCA input format:
```
! RIJCOSX wB97M-V def2-TZVPD def2/J DEFGRID3
* xyz 0 1
C -1.61759 0.37788 -0.31827
C -1.01431 0.92761 0.95553
C 0.48998 1.12054 0.75709
C -0.37616 -1.47039 -0.22517
C 2.32804 -0.58132 0.06655
C 1.08117 0.17252 -0.28771
O -2.87937 -0.09269 -0.11480
O -1.37235 0.88790 -1.45829
O 1.00672 0.54447 -1.53100
H -0.05214 0.83942 -1.67452
H -3.31165 -0.12910 -0.98070
H -1.51514 1.87125 1.19709
H -1.21501 0.22132 1.76041
H 1.01473 0.99187 1.70362
H 0.69122 2.13252 0.39488
H 0.15148 -1.87142 0.63923
H -1.39400 -1.84344 -0.15678
H 0.02989 -1.84534 -1.16220
H 3.16595 0.12250 0.05019
H 2.26914 -1.02150 1.05993
H 2.51941 -1.35460 -0.67507
*
```

---

Entry 6:
DFT (the ωB97M-V functional and the def2-TZVPD basis) results for a structure of composition C15H30AuF5NOSSi4.

Summary:
Lowest unoccupied orbital energy in eV: 2.60
HOMO in eV: -2.9

The geometry in ORCA input format:
```
! RIJCOSX wB97M-V def2-TZVPD def2/J DEFGRID3
* xyz -1 1
Au -1.72513 0.29738 -0.65983
F -3.14503 -1.68552 5.42547
C -3.16343 -1.71122 4.08327
C -2.47223 -0.74602 3.36367
F -1.78483 0.21398 3.99937
C -2.51243 -0.80212 1.98437
F -1.90043 0.05258 1.16307
C -3.21203 -1.77912 1.31847
S -3.06763 -1.57752 -0.35763
C -3.90653 -2.74902 2.02707
F -4.60203 -3.72042 1.41527
C -3.87793 -2.70912 3.41957
F -4.54023 -3.63402 4.13307
O -1.72513 0.29738 -2.28943
N -2.85933 1.88138 -0.65983
H -2.51183 2.55718 0.05667
H -3.84073 1.60558 -0.43263
H -2.83183 2.32808 -1.60353
C 0.52027 2.68148 -3.07883
Si 1.18527 2.40228 -1.36253
C 3.04537 2.56978 -1.39103
C 0.47867 3.65708 -0.18213
Si 0.64937 0.29738 -0.65983
Si 1.18387 -0.14652 1.51437
C 0.47837 -1.79632 2.01207
C 3.04417 -0.20552 1.67377
C 0.51977 1.19948 2.61577
Si 1.18407 -1.36372 -2.13113
C 0.52067 -2.99062 -1.51563
C 0.47817 -0.97042 -3.80863
C 3.04447 -1.47172 -2.26233
H 0.60667 3.73728 -3.35483
H -0.53623 2.40528 -3.14963
H 1.07707 2.10538 -3.82213
H 3.33227 3.57038 -1.72933
H 3.50067 1.84598 -2.07273
H 3.47447 2.42018 -0.39643
H 0.56927 4.66568 -0.59793
H 1.00917 3.65138 0.77327
H -0.58223 3.47208 0.01217
H 1.00877 -2.62082 1.52937
H -0.58273 -1.87262 1.75537
H 0.56977 -1.94012 3.09347
H 3.47337 -0.99212 1.04697
H 3.33107 -0.41282 2.70947
H 3.49937 0.74688 1.38787
H -0.53683 1.39908 2.41277
H 1.07657 2.13128 2.48887
H 0.60667 0.90978 3.66797
H -0.53593 -2.91502 -1.24123
H 1.07767 -3.34622 -0.64523
H 0.60787 -3.75722 -2.29233
H -0.58293 -0.71022 -3.74623
H 0.56957 -1.83522 -4.47363
H 1.00827 -0.14022 -4.28173
H 3.49997 -1.69972 -1.29463
H 3.47317 -0.53552 -2.63063
H 3.33137 -2.26512 -2.95953
*
```

---

Entry 7:
DFT (the ωB97M-V functional and the def2-TZVPD basis) results for a structure of composition C18H30Ca2F6N3O27S6.

Summary:
Lowest unoccupied orbital energy in eV: -8.17
HOMO in eV: -10.5

The geometry in ORCA input format:
```
! RIJCOSX wB97M-V def2-TZVPD def2/J DEFGRID3
* xyz 1 1
Ca 5.83419 7.73435 5.64398
Ca 11.81320 6.40166 -0.13950
N 10.59600 9.10238 1.47849
S 11.26391 10.34696 2.03074
O 11.30099 10.46723 3.47413
O 11.23491 11.54046 1.21160
F 12.75634 9.78671 1.65967
S 9.03659 9.80158 1.84241
O 8.72788 10.95713 1.10500
O 8.48926 9.67977 3.23448
F 8.26212 8.63020 1.02179
N 7.08828 5.30319 3.59204
S 6.71863 3.95550 2.89886
O 6.68007 2.72276 3.69485
O 7.02637 3.84090 1.47085
F 5.12510 4.27892 2.88688
S 8.68597 4.69392 3.76998
O 9.60196 4.82296 2.65742
O 8.94004 3.60246 4.73535
F 9.11480 5.92767 4.68782
N 18.36684 6.48280 0.83369
S 17.33304 6.02023 -0.26252
O 17.81654 5.97837 -1.67466
O 15.97425 6.36403 0.07623
F 17.19564 4.48060 0.13009
S 18.46159 8.06873 0.12214
O 17.36466 8.97017 0.41245
O 19.13633 8.25719 -1.14753
F 19.60632 8.70887 1.13941
C 15.99892 12.90276 3.95340
C 16.44268 12.70743 5.38812
O 16.56303 14.04885 5.84180
C 15.90195 14.90792 5.04376
O 15.74898 16.12795 5.14463
O 15.39973 14.16413 4.01539
H 15.20522 12.22703 3.63477
H 16.83912 12.93505 3.25976
H 17.46110 12.32277 5.33375
H 15.73239 12.08221 5.92912
C 7.31131 17.36643 1.32466
C 7.98815 16.20837 2.12858
C 9.45255 16.47298 2.38302
O 9.58906 16.10994 3.70008
C 8.46616 16.21119 4.36637
O 8.33490 16.18698 5.55830
O 7.43389 16.35322 3.44773
H 7.59057 18.37795 1.61951
H 6.23001 17.23236 1.35475
H 7.64293 17.24188 0.29383
H 7.80512 15.17452 1.83575
H 9.75603 17.51111 2.24775
H 10.01508 15.79829 1.73769
C 15.70111 13.87944 -2.06115
C 17.10441 14.40573 -1.62521
C 18.21691 13.38329 -1.90776
O 19.22190 14.30912 -2.37705
C 18.62940 15.43260 -2.91521
O 19.17951 16.31234 -3.58610
O 17.38314 15.51296 -2.41674
H 15.85783 13.46367 -3.05647
H 15.03236 14.73992 -2.03995
H 15.44763 13.07547 -1.37015
H 17.11641 14.80893 -0.61260
H 18.01873 12.60316 -2.64276
H 18.56519 12.87609 -1.00801
C 15.71981 9.63075 -5.47922
O 15.17235 9.07981 -4.28076
C 13.93988 9.47060 -3.76861
O 13.58452 8.84655 -2.78389
O 13.25569 10.44876 -4.51023
C 12.01962 10.82634 -4.06920
H 15.70576 10.70842 -5.31631
H 15.05879 9.54692 -6.34185
H 16.70471 9.27883 -5.78617
H 11.66775 11.46773 -4.87723
H 12.08410 11.44407 -3.17346
H 11.41297 9.92294 -4.13198
C 10.74649 12.37925 9.05706
C 9.62668 11.94010 8.15078
O 8.52487 12.13388 9.06995
C 7.32274 11.72173 8.65180
O 7.17315 10.95271 7.72745
O 6.34083 12.19737 9.44727
C 6.34228 13.26052 10.38153
H 11.71278 12.36555 8.55289
H 10.86817 11.71541 9.91298
H 10.64365 13.38803 9.45691
H 9.98003 10.94193 7.89214
H 9.56372 12.59832 7.28424
H 5.44343 13.20918 10.99597
H 6.55118 14.19092 9.85350
H 7.11474 13.05372 11.12223
*
```

---

Entry 8:
DFT (the ωB97M-V functional and the def2-TZVPD basis) results for a cluster of 6 separate species, C8H29BO5 in total.

Summary:
Lowest unoccupied orbital energy in eV: 4.69
HOMO in eV: 0.4

The geometry in ORCA input format:
```
! RIJCOSX wB97M-V def2-TZVPD def2/J DEFGRID3
* xyz -2 1
O 0.73523 -0.47686 -0.01047
H 0.82762 -0.34459 0.93587
H -0.04736 0.00747 -0.28354
H 0.72653 -1.42098 -0.18420
B -2.07193 -2.71598 -0.28189
H -1.77759 -2.29162 -1.22926
H -3.12836 -2.75409 -0.06567
H -1.65429 -3.70963 -0.33195
H -1.47746 -2.15539 0.42280
C -1.79275 2.21541 -0.37053
O -1.52976 0.79984 -0.66662
H -2.84630 2.49135 -0.32605
H -1.38512 2.50183 0.59895
H -1.34108 3.00164 -0.97545
C 1.82766 -3.83974 0.10597
O 1.20536 -3.01031 -0.79036
H 1.03408 -4.24223 0.73551
H 2.07477 -4.74169 -0.45395
H 2.58472 -3.39883 0.75447
C 1.20806 2.16117 -2.90756
C 0.05573 1.62071 -3.74791
C 0.43724 1.46190 -5.17324
O -0.31399 0.37916 -3.20603
H 0.95522 2.09262 -1.84951
H 1.45919 3.21717 -3.00713
H 2.08539 1.54810 -3.11379
H -0.82515 2.26054 -3.69546
H 0.68359 2.44380 -5.57731
H -0.43711 1.10398 -5.71683
H 1.29694 0.80851 -5.32185
H -0.58905 0.63415 -2.32233
C -0.88554 0.73393 4.65149
C 0.32688 0.67800 3.74031
C 1.37510 -0.34511 4.08291
O -0.08789 0.39239 2.40382
H -1.09642 -0.32201 4.82073
H -1.78755 1.21073 4.26792
H -0.65529 1.16182 5.62720
H 0.74393 1.68401 3.69394
H 0.91919 -1.33504 4.06617
H 1.85112 -0.01626 5.00670
H 2.24054 -0.33555 3.42033
H -0.92409 0.84569 2.27380
*
```